Entry 1:
{
  "formula": "C21H22F2N4O",
  "method": "the ωB97M-V functional and the def2-TZVPD basis",
  "de_lowest_kj_mol": 253.36,
  "orbital_gap_ev": 7.1,
  "smiles": "Cc1cc(-c2c(F)cc3/c(=N/NCCO)ccn(C4CC4)c3c2F)cc(C)n1",
  "e_homo_ev": -7.1,
  "symbols": ["H", "H", "H", "C", "N", "O", "C", "N", "C", "C", "C", "C", "C", "C", "H", "H", "H", "H", "H", "H", "C", "H", "H", "C", "C", "H", "H", "H", "H", "H", "C", "C", "C", "H", "N", "N", "F", "F", "H", "C", "C", "H", "C", "H", "C", "C", "C", "C", "H", "H"],
  "positions_angstrom": [[1.94518, -4.03029, -1.32639], [3.39924, -2.26662, -2.46842], [5.32553, 2.98705, -4.22023], [-3.51665, 2.66466, 2.81480], [3.74397, 0.05907, -3.48856], [5.21444, 2.15940, -2.37392], [2.04694, -0.59518, -1.97502], [0.47227, -2.58026, -0.70128], [-2.75346, 2.18991, 1.75935], [4.30530, 1.10840, -4.35045], [-1.86898, 0.56307, 3.20528], [-0.34633, -3.66662, -0.18092], [-4.41810, 3.87622, 2.55869], [-0.70774, -0.80635, 0.64533], [-3.68313, 0.08881, 5.73634], [-3.93816, 4.71276, 2.01808], [-4.79848, 4.24088, 3.49252], [3.70704, 3.02060, -3.48272], [3.63043, 1.31752, -5.17462], [-2.06881, -0.48070, 5.53758], [2.47453, -1.99688, -1.98522], [-2.34376, 1.16196, 6.24000], [3.76218, -0.89173, -3.85625], [4.60833, 2.43341, -3.64327], [1.66794, -2.95319, -1.34667], [-2.49929, -4.06666, 0.12589], [-0.78487, -5.80250, -0.63876], [-0.14732, -3.93089, 0.87406], [5.27695, 0.71839, -4.77225], [-1.17435, -0.24660, 3.41766], [0.23608, -1.20757, -0.36874], [-0.24014, 1.54540, 0.10638], [-1.78808, -3.81615, -0.65734], [-0.41428, -4.81124, -2.14115], [-3.51522, 2.09377, 3.99257], [2.69588, 0.33367, -2.66586], [-0.30620, 2.85446, 0.38394], [-1.26787, -1.71837, 1.48140], [-2.84089, 2.69734, 0.81577], [0.59698, 1.12657, -0.88949], [-2.69810, 1.06413, 4.19547], [4.66756, 1.48515, -1.95082], [-0.99802, 0.59672, 0.83791], [1.19058, 1.83892, -1.39231], [-1.87643, 1.10773, 1.91817], [-2.68481, 0.41544, 5.51387], [-0.75713, -4.81863, -1.12256], [0.90636, -0.22568, -1.12951], [-5.29184, 3.57158, 2.02163], [-2.14528, -3.12086, -1.38995]],
  "forces_ev_per_a": [[-0.489, 0.998, 0.027], [-0.002, -0.245, 0.152], [0.218, 0.331, -0.302], [-0.242, 0.890, -1.227], [0.214, -0.943, 0.676], [0.084, 0.301, -0.324], [2.112, 0.506, -2.086], [0.749, -0.695, 0.160], [0.678, -0.420, -0.572], [0.381, -0.336, -0.349], [0.578, -0.243, -0.607], [-0.499, -0.274, -0.287], [0.692, -0.202, 0.346], [0.820, 1.871, -0.983], [-0.590, 0.059, 0.453], [-0.031, -0.607, 0.209], [0.017, 0.268, 0.619], [-0.168, 0.091, -0.180], [-0.131, 0.075, -0.417], [0.266, 0.181, -0.005], [-2.305, -1.461, 1.463], [-0.164, -0.398, 0.209], [0.185, 0.480, -0.100], [-0.200, -1.307, 1.414], [1.035, 1.992, -0.902], [0.072, -0.166, -0.321], [0.099, 0.401, -0.362], [-0.174, 0.113, -0.725], [-1.084, 0.142, 0.508], [-0.261, 0.111, 0.132], [-0.857, -0.835, 0.037], [-0.546, -1.749, -0.339], [0.900, -0.106, 0.525], [-0.035, 0.148, -0.208], [-0.203, 0.013, 1.100], [-1.596, 0.109, 0.836], [-0.261, -0.147, 0.002], [0.204, 0.570, -0.691], [0.066, 0.056, -0.305], [0.681, -0.696, 0.268], [0.452, -0.358, -1.094], [0.036, 0.084, -0.013], [0.696, -0.751, 0.395], [0.492, 0.778, -0.582], [-0.900, 0.258, 0.771], [0.136, 0.111, 0.679], [0.007, 0.253, 1.604], [-0.574, 0.653, 1.235], [-0.502, -0.248, -0.651], [-0.051, 0.345, -0.190]],
  "mulliken_charge": [0.3933, 0.4296, 0.3536, 0.5306, -0.4459, -0.5427, 0.6436, 0.1919, -0.6588, -0.5276, -0.5624, -0.2817, -1.3759, 0.1135, 0.3436, 0.3504, 0.4086, 0.2419, 0.2870, 0.3214, -0.8584, 0.2922, 0.2500, -0.4440, -0.6478, 0.2319, 0.2283, 0.3944, 0.3681, 0.3362, -0.1887, 0.2141, -0.5142, 0.3401, -0.6500, -0.1961, -0.3161, -0.4015, 0.4698, -0.7962, 0.4575, 0.3342, 0.3918, 0.6287, 0.6425, -1.3276, -0.7202, 0.7036, 0.3136, 0.2498]
}

=====

Entry 2:
{
  "formula": "C21H22F3NO3",
  "method": "the ωB97M-V functional and the def2-TZVPD basis",
  "de_lowest_kj_mol": 21.91,
  "orbital_gap_ev": 9.2,
  "smiles": "CC(=O)c1ccc(OCCCC(=O)NCCc2ccc(C(F)(F)F)cc2)cc1",
  "e_homo_ev": -8.7,
  "symbols": ["F", "C", "C", "O", "C", "C", "H", "H", "H", "C", "O", "C", "N", "H", "C", "H", "H", "C", "C", "H", "C", "O", "C", "C", "H", "H", "C", "C", "H", "H", "H", "H", "H", "C", "H", "H", "F", "C", "H", "H", "F", "C", "H", "C", "H", "C", "H", "C", "C", "H"],
  "positions_angstrom": [[2.18103, -4.83888, 2.18045], [-0.79411, 4.52932, -0.72339], [0.26766, -4.10732, 0.99490], [-2.33054, 1.66732, -0.29710], [0.69003, 2.80186, 0.14760], [-0.46902, -3.04400, 1.50084], [-0.94068, 1.47729, -3.10833], [0.07472, -3.41319, -2.29925], [-0.26682, 1.05425, 2.87328], [1.68250, -0.65859, 2.46456], [0.43719, 3.82583, -0.70209], [1.41056, 0.55330, 1.66201], [-1.13944, 1.23016, -2.15358], [-3.39169, 3.56347, -1.55939], [-0.07840, -3.30693, -1.23541], [-2.39264, -0.92425, -1.33170], [3.05332, 0.38072, 0.27417], [-2.00535, 1.96988, -1.42642], [-0.50981, 0.06107, -1.58485], [-1.47116, 4.19973, 0.06535], [-1.38997, -1.19837, -1.66318], [0.97116, -0.97420, 3.39513], [-2.51131, 3.22932, -2.11059], [-0.82597, -2.24352, -0.74662], [-1.44303, -1.56464, -2.68951], [1.04322, -5.06914, -0.75502], [0.46833, -4.23911, -0.37292], [-0.04395, 2.45729, 1.28028], [2.40391, 2.34965, -1.03530], [0.44664, -0.10679, -2.08261], [-0.90319, 3.02811, 1.59183], [2.74486, -1.85666, 1.04292], [3.78393, -0.91111, 2.11924], [-1.00942, -2.12021, 0.62711], [-0.65924, 4.11877, -2.81366], [-0.32802, 0.27581, -0.52944], [0.27305, -5.19216, 3.10855], [2.18085, 0.94422, 0.56426], [-1.92794, 5.27544, -2.40521], [-1.58260, -1.29128, 1.01343], [0.87635, -6.35905, 1.40793], [1.82478, 2.04697, -0.17643], [-0.60852, -2.93760, 2.56504], [-1.45392, 4.34203, -2.09896], [2.95146, -2.35212, 2.73029], [0.88377, -5.11425, 1.92109], [-2.80511, 3.01137, -3.13870], [0.31323, 1.34308, 2.00983], [2.87051, -1.49862, 2.06277], [-0.55119, 5.58570, -0.56318]],
  "forces_ev_per_a": [[0.125, 0.161, -0.044], [-0.272, 0.361, -0.204], [-0.018, -0.086, 0.030], [-0.194, -0.118, 0.447], [0.384, -0.351, 0.133], [0.099, -0.193, -0.020], [-0.055, 0.103, 0.086], [-0.009, 0.003, -0.135], [-0.055, -0.024, 0.062], [0.278, -0.236, -0.020], [0.189, -0.133, 0.042], [-0.342, 0.448, -0.052], [0.242, -0.147, -0.259], [0.019, -0.117, -0.046], [0.027, 0.003, 0.044], [-0.023, -0.002, -0.061], [0.095, -0.083, -0.034], [-0.261, 0.310, -0.685], [-0.210, -0.222, 0.165], [0.068, 0.017, 0.015], [0.162, 0.218, 0.098], [-0.008, 0.004, 0.057], [0.078, 0.057, 0.144], [-0.068, -0.073, -0.064], [-0.055, -0.006, -0.013], [0.034, -0.076, -0.036], [0.016, -0.009, 0.187], [-0.047, 0.309, -0.110], [0.057, 0.026, -0.109], [0.003, 0.023, 0.082], [-0.075, 0.027, -0.037], [0.031, -0.023, -0.138], [0.115, 0.065, -0.074], [0.036, -0.044, -0.059], [0.006, 0.106, -0.008], [0.110, -0.033, -0.136], [-0.209, 0.184, 0.107], [-0.140, -0.079, 0.214], [0.029, 0.011, -0.043], [-0.093, 0.155, 0.054], [-0.086, -0.057, -0.225], [-0.157, 0.282, -0.087], [-0.011, 0.010, 0.079], [0.025, -0.048, 0.267], [-0.030, 0.007, 0.005], [0.192, -0.217, 0.109], [-0.062, -0.013, -0.011], [0.241, -0.183, -0.035], [-0.124, -0.151, 0.287], [-0.057, -0.166, 0.031]],
  "mulliken_charge": [-0.2526, -0.4410, 0.3136, -0.5602, 0.8460, -0.9251, 0.3063, 0.3805, 0.4908, 0.8940, -0.4603, 0.1130, 0.0400, 0.3426, -0.7382, 0.3702, 0.3871, 0.5250, 0.3317, 0.2057, -1.1673, -0.6507, -1.1283, 0.6888, 0.4205, 0.4371, -0.9039, -0.1554, 0.4227, 0.5504, 0.3387, 0.3427, 0.5401, 0.0318, 0.3178, -0.6899, -0.2792, -0.2054, 0.4187, 0.3873, -0.2775, -0.9698, 0.4132, -0.6107, 0.2975, 0.8915, 0.3834, -0.8248, -1.5855, 0.3973]
}

=====

Entry 3:
{
  "formula": "C21H22FN2O4P",
  "method": "the ωB97M-V functional and the def2-TZVPD basis",
  "orbital_gap_ev": 7.6,
  "smiles": "CCP(C)[C@H](C#N)[C@H](C#N)CCF.O=C1C=CC(=O)C=C1.O=C1C=CC(=O)C=C1",
  "e_homo_ev": -9.2,
  "symbols": ["C", "C", "C", "C", "C", "C", "C", "H", "H", "H", "H", "H", "C", "N", "H", "H", "H", "H", "H", "H", "C", "C", "H", "H", "C", "H", "C", "H", "O", "H", "C", "F", "H", "H", "C", "P", "H", "O", "C", "O", "H", "C", "C", "C", "C", "O", "H", "H", "N", "C", "C"],
  "positions_angstrom": [[-1.93174, 3.61362, 2.84686], [3.24421, -1.98220, -3.88776], [-1.21970, 2.77616, 1.72461], [4.12286, -4.70705, -3.94351], [-0.54415, -4.72135, -0.89900], [-1.59401, 6.22748, 0.90336], [4.76858, -3.67628, -4.79665], [0.60548, -2.41156, 1.45833], [0.42377, -6.53866, -1.40095], [4.52273, -5.70978, -4.02384], [-2.34606, 2.89910, 3.57043], [2.43955, -4.11376, 1.61157], [0.29222, 0.76389, 1.44609], [-0.04104, 4.88666, 4.12368], [-1.26516, 6.64522, 1.85772], [4.73622, -1.55386, -5.33252], [-0.05800, 0.39546, 0.47862], [2.84634, -0.97914, -3.80082], [-0.51077, 1.47008, 3.29406], [-4.34290, 2.62168, 1.83311], [3.11625, -4.40135, -3.12972], [-4.71477, 3.60399, 2.11701], [-0.87521, 5.46629, 0.59035], [2.64187, -5.14052, -2.49639], [-0.88307, 4.33246, 3.57988], [1.12243, 1.45991, 1.29733], [1.57485, -5.44181, 0.10357], [-1.70595, 0.72473, 2.21155], [-1.39710, -2.66058, -0.14710], [-1.38609, -4.82436, -1.57176], [-1.97888, 2.63170, 0.47487], [0.79250, -0.32621, 2.14449], [-3.20130, 4.98179, 0.13723], [-1.55563, 7.03073, 0.16366], [1.59241, -4.22193, 0.94613], [-3.38381, 4.79930, 2.58466], [-3.74764, 6.45113, 0.93730], [5.68404, -3.95673, -5.53848], [0.62210, -3.31596, 0.86533], [2.47971, -6.25091, 0.13926], [-5.38879, 3.48918, 2.96804], [4.24929, -2.28773, -4.70307], [-0.83250, 1.38238, 2.25271], [-3.00949, 5.64238, 0.98201], [-0.51541, -3.48984, -0.07060], [1.68080, -2.72297, -2.29791], [-0.29685, 3.30339, 1.45937], [-5.26564, 4.01262, 1.26766], [-2.58182, 2.46981, -0.48461], [0.41872, -5.63232, -0.80779], [2.59655, -3.01426, -3.03839]],
  "forces_ev_per_a": [[0.110, -0.161, 0.000], [0.006, -0.003, -0.028], [0.087, 0.101, 0.036], [-0.008, -0.001, 0.008], [-0.030, -0.022, -0.019], [-0.128, 0.031, -0.028], [0.006, -0.006, -0.001], [0.045, -0.010, 0.007], [0.007, -0.014, 0.021], [0.011, 0.004, -0.009], [-0.078, 0.061, -0.123], [-0.001, -0.018, 0.004], [-0.106, 0.023, -0.167], [0.294, 0.187, 0.184], [-0.003, -0.035, -0.039], [0.011, -0.012, -0.005], [0.030, 0.080, 0.004], [-0.013, -0.005, 0.012], [0.042, 0.046, -0.088], [0.028, -0.014, -0.098], [0.002, -0.022, 0.022], [0.108, 0.060, 0.061], [0.003, 0.056, 0.097], [0.004, 0.018, -0.005], [-0.375, -0.266, -0.260], [-0.064, 0.019, 0.036], [-0.002, 0.015, -0.011], [0.061, 0.050, 0.152], [0.021, 0.000, 0.003], [-0.010, 0.013, 0.011], [0.016, 0.097, 0.579], [0.084, -0.167, 0.152], [-0.008, 0.030, -0.036], [0.015, -0.102, 0.034], [-0.030, -0.006, 0.009], [0.119, 0.076, 0.019], [0.050, -0.081, -0.002], [-0.011, 0.003, 0.005], [0.003, -0.022, -0.014], [0.016, 0.019, -0.024], [-0.003, 0.012, -0.131], [-0.014, 0.008, 0.012], [-0.005, -0.016, -0.088], [0.022, -0.039, -0.011], [-0.010, 0.031, -0.021], [-0.010, -0.054, 0.053], [-0.114, 0.039, 0.006], [-0.047, -0.042, 0.086], [-0.144, -0.034, -0.378], [-0.025, 0.001, 0.007], [0.039, 0.072, -0.036]],
  "mulliken_charge": [-0.2031, -0.4090, 0.7421, -0.5212, -0.4109, -1.1044, 0.2995, 0.4248, 0.3850, 0.4363, 0.5666, 0.4604, -0.3487, -0.5043, 0.3060, 0.3961, 0.3391, 0.4263, 0.4513, 0.3712, -0.0077, -1.0737, 0.1901, 0.2205, -0.1623, 0.3440, 0.5367, 0.2836, -0.5832, 0.4089, -0.1917, -0.3330, 0.4187, 0.3765, -0.4446, -0.0256, 0.4392, -0.5430, -0.2600, -0.5931, 0.3573, -0.3941, -0.9625, -0.5533, 0.3900, -0.4017, 0.4893, 0.3383, -0.5620, -0.2890, 0.4844]
}

=====

Entry 4:
{
  "formula": "C21H22N2O2",
  "method": "the ωB97M-V functional and the def2-TZVPD basis",
  "de_lowest_kj_mol": 19.19,
  "orbital_gap_ev": 8.1,
  "smiles": "Cc1cc(O)c(C(C)C)cc1NC(=O)Nc1cccc2ccccc12",
  "e_homo_ev": -7.7,
  "symbols": ["O", "C", "C", "C", "C", "C", "H", "C", "N", "C", "H", "C", "C", "H", "H", "C", "C", "C", "H", "H", "H", "C", "H", "N", "H", "H", "H", "H", "C", "C", "H", "H", "O", "H", "H", "H", "C", "C", "H", "C", "H", "C", "H", "H", "C", "C", "H"],
  "positions_angstrom": [[-5.53676, 0.05750, -0.22678], [-2.51866, -1.96486, -0.73980], [5.17514, 0.47220, 0.19695], [-2.16814, -3.31778, -1.29315], [3.84026, 1.88417, -1.80939], [-3.24818, 0.56301, 0.28143], [-0.06547, -2.44932, -0.58739], [4.06130, -1.85455, 1.25079], [2.05935, -1.57770, -0.04607], [-1.54630, -1.09594, -0.23432], [6.83965, 0.05926, 1.49344], [5.73479, 1.64149, -0.35971], [3.26327, 0.76243, -1.28285], [-3.56167, 2.89696, -1.09064], [3.63846, -2.75764, 1.67053], [-4.50574, 1.79960, 2.05771], [3.33955, -1.12604, 0.33580], [-3.83890, -1.54607, -0.72114], [3.34400, 2.42754, -2.59996], [-5.45827, 1.36538, 1.76902], [-6.06193, -0.65539, -0.60894], [5.86923, -0.28286, 1.16455], [5.86938, -2.02493, 2.39025], [-0.20762, -1.51575, -0.23341], [-4.40445, 3.80660, 0.16821], [-1.16338, 0.80005, 0.64460], [-4.60372, -2.20787, -1.11020], [6.69939, 1.97180, -0.00077], [-1.92799, 0.14404, 0.26347], [-3.58843, 1.92285, 0.83976], [2.31543, 0.41823, -1.66348], [-4.04625, 1.16659, 2.81394], [0.93541, 0.35331, 0.45586], [1.93553, -2.57562, 0.05871], [-1.72635, -3.95465, -0.52489], [5.51476, 3.23341, -1.75408], [3.89724, 0.04065, -0.25085], [-4.21888, -0.30751, -0.22291], [-2.65152, 2.38972, 1.16145], [-4.22331, 2.81128, -0.23138], [-1.46578, -3.23361, -2.12368], [5.07910, 2.33821, -1.33441], [-4.68728, 2.78114, 2.48989], [-5.16956, 2.39038, -0.55797], [5.33110, -1.43512, 1.66301], [0.91398, -0.80024, 0.10074], [-3.06179, -3.81436, -1.66193]],
  "forces_ev_per_a": [[-0.258, 0.101, 0.010], [0.098, 0.082, 0.028], [-0.307, -0.133, -0.063], [-0.014, 0.163, 0.070], [-0.266, -0.219, -0.040], [-0.249, -0.060, -0.055], [0.096, 0.191, 0.013], [-0.362, 0.094, -0.243], [0.064, -0.335, -0.115], [-0.339, 0.178, 0.063], [0.095, 0.026, 0.034], [0.005, 0.221, -0.148], [-0.034, 0.179, -0.207], [0.021, 0.057, -0.115], [-0.095, -0.028, 0.044], [0.168, 0.051, -0.055], [0.217, -0.054, 0.333], [-0.025, 0.169, 0.073], [-0.068, 0.012, -0.056], [-0.099, -0.027, 0.042], [0.092, 0.080, 0.047], [0.028, -0.199, 0.157], [0.063, -0.016, 0.050], [-0.062, -0.494, -0.166], [-0.032, 0.134, 0.012], [-0.004, 0.062, 0.029], [-0.055, -0.078, -0.041], [0.082, 0.036, 0.022], [0.057, -0.038, 0.001], [-0.237, 0.027, -0.018], [-0.061, 0.019, -0.025], [-0.008, -0.045, 0.118], [-0.017, 0.220, 0.063], [-0.029, 0.170, -0.048], [0.063, -0.112, 0.006], [0.059, 0.054, -0.007], [0.302, 0.024, 0.097], [0.415, -0.271, -0.069], [-0.039, -0.083, -0.042], [0.149, -0.019, 0.109], [0.068, -0.073, -0.066], [0.289, 0.014, 0.186], [-0.041, 0.102, 0.082], [-0.084, 0.022, -0.066], [0.290, 0.182, -0.028], [0.059, -0.318, 0.008], [0.002, -0.065, -0.025]],
  "mulliken_charge": [-0.5459, 0.8652, 0.8427, -1.7964, -0.7152, -0.0194, 0.2688, -0.6571, -0.2247, 0.0241, 0.3863, -0.8548, -0.3731, 0.3493, 0.3648, -1.5073, 0.2589, -0.8515, 0.3938, 0.3078, 0.2926, -0.8997, 0.3761, -0.1495, 0.4398, 0.6413, 0.1708, 0.3757, -0.8287, 0.0216, 0.3603, 0.3487, -0.6358, 0.2801, 0.3746, 0.3848, 0.9245, 1.4003, 0.4258, -1.5055, 0.3857, -0.5274, 0.4379, 0.3075, -0.7262, 0.4585, 0.3501]
}